This record from the OMol25 dataset describes a cluster of 2 separate species, CH6NO in total. The level of theory is wB97M-V/def2-TZVPD.

Geometry as XYZ:
```
9
Properties=species:S:1:pos:R:3
O -0.91151 -0.02924 0.07305
N 1.53975 -0.60908 -0.76140
C -1.25126 0.79655 0.89515
H -1.15645 1.87430 0.70725
H -1.75829 0.48600 1.81657
H 0.55649 -0.29664 -0.49562
H 1.55858 -1.61211 -0.55421
H 2.30350 -0.18000 -0.24163
H 1.68921 -0.49867 -1.76484
```

Output
- Net charge: +1
- Energy relative to the best compared isomer or geometry (same formula, charge and spin): 24.1 kJ/mol
- LUMO energy: -4.00 eV

Atomic partial charges in e from the Mulliken method, atoms 1 to 6: -0.53, -0.46, -0.01, 0.26, 0.26, 0.31